Density functional theory data (ωB97M-V with the def2-TZVPD basis set) for a structure of composition C28H23F3N2O4S4 in a non-equilibrium geometry.

Output
E_tot = -3383.4541 Ha
relative energy (zero: lowest compared OMol25 entry of this formula, charge and spin) = 100.9 kJ/mol
HOMO energy = -7.287 eV
HOMO-LUMO gap = 4.998 eV

Atoms and positions in Å:
H (-6.457, -1.154, -0.250)
C (-2.679, -0.311, 0.129)
H (3.387, -0.619, 3.073)
C (-4.030, -3.780, -4.878)
H (5.007, -0.754, 2.334)
C (-4.661, -0.527, -1.270)
N (3.995, 0.961, 1.756)
C (1.557, 0.941, 1.403)
C (-0.461, 3.285, 3.503)
H (-5.107, -0.496, -2.263)
C (0.609, 2.584, 2.943)
H (1.538, 2.477, 3.503)
F (0.528, -1.567, 1.613)
H (6.263, 0.510, 3.247)
O (-3.229, 0.794, -3.515)
C (1.002, -1.489, 0.321)
H (-2.526, 3.934, 3.233)
S (1.847, 0.162, -0.131)
O (-1.138, 0.929, -2.157)
C (-0.657, 2.201, 0.941)
C (4.718, 3.158, 1.725)
S (-0.756, -1.768, -3.834)
C (5.452, 4.230, 2.238)
C (-3.430, -0.612, 1.262)
F (1.823, -2.544, 0.146)
H (-2.652, 3.018, 0.908)
F (-0.068, -1.611, -0.494)
H (-5.074, -3.465, -5.011)
H (-3.373, -1.749, -4.667)
O (-0.458, -0.824, -4.889)
H (7.056, 4.761, 3.554)
C (-3.640, -5.131, -4.842)
H (-0.365, -4.727, -3.935)
C (-1.743, 2.896, 1.495)
H (-2.052, -6.541, -4.444)
C (-5.402, -0.885, -0.137)
H (5.157, 5.245, 1.953)
C (5.033, 1.841, 2.084)
H (-5.383, -1.167, 2.003)
S (3.188, 3.213, 0.832)
N (-2.024, -1.354, -2.911)
C (-1.660, 3.422, 2.784)
C (0.469, 1.949, 1.704)
H (1.567, 0.217, 2.209)
C (-1.361, -4.481, -4.291)
C (6.493, 3.942, 3.126)
H (3.554, -1.039, 1.347)
S (-2.311, 0.187, -2.572)
C (-2.318, -5.481, -4.534)
C (2.915, 1.569, 1.216)
O (0.313, -2.323, -3.044)
C (-3.300, -0.203, -1.121)
H (-2.944, -0.627, 2.241)
C (-1.743, -3.139, -4.424)
C (6.078, 1.544, 2.958)
H (-0.378, 3.719, 4.503)
H (-4.389, -5.901, -5.033)
H (-1.612, -0.135, 0.191)
C (3.983, -0.448, 2.159)
H (-0.692, 1.830, -0.082)
H (7.596, 2.416, 4.196)
C (-4.791, -0.903, 1.123)
C (-3.065, -2.795, -4.704)
C (6.801, 2.613, 3.480)

Density functional theory data (ωB97M-V with the def2-TZVPD basis set) for the molecule C6H10OS in a non-equilibrium geometry.

Output
E_tot = -707.9155 Ha
relative energy (zero: lowest compared OMol25 entry of this formula, charge and spin) = 353.9 kJ/mol
HOMO energy = -8.879 eV
SMILES string = C=C(C)C(=S)CCO
HOMO-LUMO gap = 8.099 eV

Atoms and positions in Å:
H (-0.530, -3.232, 1.402)
H (-1.095, 0.488, -1.090)
O (1.127, 2.918, -0.652)
H (-0.249, 2.752, 0.669)
S (1.169, 0.724, 1.788)
H (0.777, 0.862, -1.365)
H (-1.088, -2.993, -0.750)
C (-0.097, 2.527, -0.381)
H (0.105, -1.699, -1.584)
H (-1.334, -1.337, -1.184)
C (0.340, 0.039, 0.562)
H (0.707, -1.969, 2.594)
H (1.688, 2.631, 0.113)
C (0.140, -2.306, 1.528)
C (-0.595, -1.900, -0.742)
C (-0.003, -1.420, 0.559)
H (-0.917, 2.962, -0.949)
C (-0.144, 0.955, -0.519)

Density functional theory data (ωB97M-V with the def2-TZVPD basis set) for a structure of composition C5H7N.

Output
E_tot = -249.3939 Ha
relative energy (zero: lowest compared OMol25 entry of this formula, charge and spin) = 208.4 kJ/mol
HOMO energy = -9.827 eV
HOMO-LUMO gap = 10.961 eV

Atoms and positions in Å:
C (1.521, 1.610, -0.134)
H (0.305, 0.885, 1.413)
H (1.987, 2.373, 0.482)
N (-1.806, -1.281, 0.451)
C (0.591, 0.804, 0.362)
C (-1.649, -0.188, -0.201)
H (0.181, -1.735, 1.222)
H (-0.214, -2.463, -0.363)
C (-0.157, -0.223, -0.425)
H (0.188, -0.262, -1.465)
H (1.839, 1.533, -1.172)
C (-0.361, -1.592, 0.282)
H (-2.424, 0.539, -0.452)